A cluster of 9 separate species, C50H127N9O16 in total in a non-equilibrium geometry. Source: the Open Molecules 2025 dataset; level of theory: ωB97M-V with the def2-TZVPD basis set.

Geometry as XYZ:
```
202
Properties=species:S:1:pos:R:3:lowdin_charge:R:1
C -6.719 -29.232 -10.065 -0.09
O -6.250 -30.574 -10.402 -0.21
C -5.005 -30.882 -9.715 -0.19
C -4.768 -32.400 -9.742 -0.39
C -5.666 -33.296 -8.994 -0.05
N -3.290 -32.586 -9.374 0.07
H -7.720 -29.186 -10.447 0.05
H -6.115 -28.468 -10.616 0.09
H -6.689 -29.045 -8.952 0.10
H -4.168 -30.434 -10.215 0.09
H -5.028 -30.478 -8.690 0.12
H -4.770 -32.593 -10.792 0.12
H -6.709 -32.983 -9.161 0.08
H -5.488 -33.259 -7.915 0.07
H -5.484 -34.316 -9.303 0.08
H -3.095 -32.460 -8.358 0.04
H -2.964 -33.542 -9.592 0.04
C -9.020 -31.514 -7.783 -0.08
O -10.105 -30.776 -7.238 -0.19
C -9.699 -29.450 -6.922 -0.22
C -10.602 -28.934 -5.765 -0.40
C -10.355 -29.767 -4.528 -0.05
N -12.079 -28.999 -6.093 0.05
H -8.830 -31.046 -8.736 0.08
H -9.354 -32.513 -7.883 0.08
H -8.144 -31.370 -7.172 0.08
H -8.682 -29.383 -6.524 0.10
H -9.646 -28.732 -7.776 0.11
H -10.365 -27.851 -5.670 0.12
H -9.292 -29.703 -4.302 0.08
H -10.585 -30.796 -4.734 0.08
H -10.851 -29.425 -3.695 0.05
H -12.180 -28.466 -6.944 0.06
H -12.194 -29.976 -6.321 0.06
C 0.675 -38.246 -4.953 -0.07
O 1.098 -37.415 -6.070 -0.21
C 0.753 -36.066 -5.928 -0.26
C 1.285 -35.321 -7.173 -0.19
N 0.687 -35.734 -8.442 -0.04
C -0.643 -35.258 -8.810 -0.20
C -0.830 -35.359 -10.317 -0.20
O -2.231 -35.164 -10.552 -0.24
C -2.633 -35.092 -11.867 -0.14
H -0.363 -38.114 -4.861 0.06
H 1.172 -37.998 -4.007 0.09
H 0.883 -39.266 -5.290 0.09
H 1.179 -35.661 -4.963 0.13
H -0.357 -35.926 -5.829 0.12
H 2.391 -35.378 -7.202 0.12
H 1.053 -34.279 -7.005 0.09
H 0.911 -36.664 -8.672 0.09
H -0.781 -34.150 -8.557 0.12
H -1.528 -35.700 -8.344 0.12
H -0.498 -36.329 -10.781 0.14
H -0.323 -34.588 -10.868 0.10
H -2.393 -34.144 -12.377 0.08
H -3.733 -35.190 -11.937 0.09
H -2.187 -35.891 -12.504 0.10
C -11.551 -26.794 -17.159 -0.07
O -10.454 -27.736 -17.385 -0.20
C -9.253 -26.999 -17.691 -0.24
C -8.100 -27.889 -17.405 -0.22
N -8.023 -28.473 -16.077 -0.04
C -8.141 -27.474 -15.064 -0.21
C -6.744 -26.882 -14.761 -0.19
O -6.908 -25.639 -14.073 -0.19
C -5.667 -25.105 -13.764 -0.15
H -11.139 -25.995 -16.560 0.07
H -12.285 -27.404 -16.600 0.09
H -11.846 -26.289 -18.101 0.09
H -9.229 -26.067 -17.171 0.10
H -9.307 -26.740 -18.728 0.12
H -7.240 -27.305 -17.709 0.11
H -8.066 -28.654 -18.127 0.11
H -8.916 -28.971 -16.014 0.12
H -8.546 -27.925 -14.138 0.11
H -8.754 -26.642 -15.403 0.10
H -6.270 -26.740 -15.790 0.13
H -6.147 -27.601 -14.164 0.12
H -5.835 -24.097 -13.351 0.09
H -4.967 -24.999 -14.644 0.10
H -5.087 -25.665 -13.006 0.08
C -1.616 -30.657 -1.763 -0.12
O -1.094 -30.274 -3.030 -0.23
C -1.472 -28.910 -3.414 -0.16
C -2.968 -28.716 -3.535 -0.21
N -3.607 -29.704 -4.360 -0.06
C -4.921 -29.378 -4.809 -0.20
C -4.934 -28.392 -5.939 -0.23
O -6.289 -28.208 -6.168 -0.21
C -6.840 -26.977 -5.871 -0.11
H -1.124 -30.114 -0.924 0.09
H -1.251 -31.669 -1.602 0.08
H -2.723 -30.613 -1.753 0.09
H -0.906 -28.743 -4.310 0.10
H -0.999 -28.283 -2.635 0.12
H -3.234 -27.776 -3.963 0.10
H -3.422 -28.639 -2.518 0.12
H -3.573 -30.626 -3.897 0.10
H -5.490 -28.954 -3.970 0.13
H -5.391 -30.186 -5.311 0.12
H -4.406 -28.841 -6.763 0.11
H -4.416 -27.482 -5.640 0.11
H -6.429 -26.664 -4.914 0.09
H -7.927 -27.020 -5.909 0.07
H -6.594 -26.172 -6.631 0.10
C -4.976 -30.196 -13.163 -0.08
O -4.468 -29.625 -14.377 -0.20
C -5.101 -30.174 -15.463 -0.28
C -4.484 -29.567 -16.686 -0.22
N -3.145 -30.097 -16.931 -0.04
C -2.328 -29.186 -17.787 -0.22
C -0.936 -29.581 -17.897 -0.28
O -0.350 -29.531 -16.627 -0.20
C 0.990 -29.825 -16.778 -0.14
H -4.730 -31.227 -13.203 0.08
H -6.103 -30.060 -13.121 0.11
H -4.555 -29.669 -12.303 0.06
H -6.168 -30.077 -15.412 0.09
H -4.932 -31.273 -15.574 0.14
H -4.484 -28.457 -16.734 0.12
H -5.076 -29.889 -17.514 0.11
H -2.558 -30.279 -16.097 0.10
H -2.372 -28.222 -17.336 0.11
H -2.781 -29.142 -18.787 0.13
H -0.422 -28.776 -18.451 0.12
H -0.694 -30.612 -18.408 0.16
H 1.501 -29.817 -15.807 0.09
H 1.417 -29.110 -17.493 0.09
H 1.077 -30.858 -17.234 0.10
C -4.960 -33.249 -3.964 -0.11
O -3.820 -32.605 -4.436 -0.23
C -2.913 -33.391 -5.187 -0.21
C -1.729 -32.569 -5.598 -0.19
N -2.174 -31.525 -6.534 -0.07
C -1.031 -30.884 -7.125 -0.22
C -1.462 -29.635 -7.897 -0.24
O -1.742 -28.637 -6.978 -0.20
C -1.871 -27.392 -7.627 -0.11
H -5.671 -32.440 -3.719 0.10
H -4.759 -33.833 -3.072 0.08
H -5.387 -33.939 -4.654 0.08
H -3.392 -33.753 -6.114 0.12
H -2.674 -34.230 -4.540 0.12
H -0.965 -33.131 -6.191 0.11
H -1.225 -32.098 -4.685 0.13
H -2.710 -30.809 -5.963 0.11
H -0.567 -31.633 -7.798 0.11
H -0.252 -30.592 -6.401 0.13
H -2.364 -29.902 -8.458 0.10
H -0.631 -29.356 -8.614 0.13
H -0.915 -27.102 -8.015 0.08
H -2.109 -26.623 -6.895 0.09
H -2.614 -27.438 -8.460 0.09
C -9.745 -25.746 -8.060 -0.11
O -10.064 -25.989 -9.413 -0.20
C -9.056 -26.716 -10.169 -0.21
C -9.250 -26.320 -11.638 -0.20
N -10.541 -26.619 -12.222 -0.03
C -10.903 -27.993 -12.039 -0.24
C -12.203 -28.338 -12.736 -0.26
O -13.206 -27.475 -12.245 -0.19
C -14.372 -27.634 -13.107 -0.07
H -8.678 -25.511 -7.953 0.07
H -9.994 -26.637 -7.440 0.06
H -10.301 -24.824 -7.741 0.11
H -9.255 -27.778 -10.034 0.08
H -8.091 -26.407 -9.804 0.11
H -8.384 -26.732 -12.281 0.12
H -9.117 -25.233 -11.603 0.12
H -11.243 -26.072 -11.763 0.10
H -11.131 -28.275 -10.991 0.12
H -10.078 -28.673 -12.371 0.13
H -12.489 -29.412 -12.617 0.13
H -12.056 -28.154 -13.837 0.12
H -14.080 -27.369 -14.110 0.07
H -15.142 -26.967 -12.637 0.11
H -14.712 -28.648 -13.080 0.07
C -1.563 -26.347 -11.489 -0.09
O -1.097 -27.423 -12.309 -0.19
C -2.068 -28.489 -12.220 -0.20
C -1.547 -29.619 -13.142 -0.18
N -0.249 -30.141 -12.663 -0.02
C -0.466 -31.115 -11.535 -0.18
C 0.807 -31.529 -10.794 -0.26
O 1.095 -30.511 -9.911 -0.21
C 2.251 -30.810 -9.113 -0.08
H -2.487 -26.023 -11.898 0.06
H -0.785 -25.554 -11.498 0.10
H -1.741 -26.702 -10.420 0.08
H -2.999 -28.167 -12.653 0.10
H -2.147 -28.805 -11.171 0.11
H -1.477 -29.253 -14.189 0.11
H -2.282 -30.365 -13.205 0.08
H 0.276 -29.327 -12.435 0.08
H -1.023 -31.995 -11.857 0.10
H -1.076 -30.700 -10.764 0.08
H 1.645 -31.834 -11.495 0.14
H 0.544 -32.500 -10.208 0.12
H 2.202 -31.878 -8.904 0.07
H 2.371 -30.170 -8.249 0.08
H 3.193 -30.632 -9.707 0.10
```

Values from the calculation:
* E_LUMO: 0.0202 Eh
* ΔE to the lowest compared entry with this formula, charge and spin: 300.07 kJ/mol
* calculated total energy: -3677.4213 Eh
* HOMO: -8.22 eV
* SMILES: COC[C@H](C)N.COC[C@H](C)N.COCCNCCOC.COCCNCCOC.COCCNCCOC.COCCNCCOC.COCCNCCOC.COCCNCCOC.COCCNCCOC
* maximum force: 3.5 eV/Å

---

A cluster of 11 separate species, C50H133N11O14 in total in a non-equilibrium geometry. Source: the Open Molecules 2025 dataset; level of theory: ωB97M-V with the def2-TZVPD basis set.

Geometry as XYZ:
```
208
Properties=species:S:1:pos:R:3:lowdin_charge:R:1
C -1.124 -20.106 -7.600 -0.09
O 0.203 -20.597 -7.439 -0.21
C 0.718 -21.025 -8.674 -0.21
C 2.121 -21.522 -8.435 -0.43
C 2.976 -20.471 -7.636 -0.05
N 2.765 -21.702 -9.719 0.04
H -1.397 -19.812 -8.614 0.09
H -1.477 -19.394 -6.854 0.08
H -1.728 -21.009 -7.513 0.07
H 0.016 -21.799 -8.985 0.10
H 0.731 -20.143 -9.314 0.14
H 2.162 -22.392 -7.781 0.11
H 2.365 -20.193 -6.777 0.06
H 3.180 -19.631 -8.299 0.08
H 3.943 -20.943 -7.463 0.07
H 2.217 -22.386 -10.220 0.07
H 3.698 -22.086 -9.684 0.07
C 7.629 -19.169 -4.435 -0.15
O 7.599 -20.495 -4.049 -0.19
C 7.823 -21.419 -5.137 -0.16
C 7.918 -22.911 -4.721 -0.41
C 8.865 -23.272 -3.594 -0.06
N 8.171 -23.789 -5.870 0.05
H 8.612 -18.930 -4.840 0.09
H 7.393 -18.599 -3.536 0.09
H 6.898 -18.946 -5.212 0.07
H 7.023 -21.232 -5.853 0.11
H 8.656 -21.049 -5.734 0.12
H 6.937 -23.199 -4.343 0.10
H 9.904 -23.268 -3.923 0.07
H 8.771 -24.310 -3.273 0.05
H 8.794 -22.602 -2.737 0.07
H 8.021 -24.768 -5.672 0.01
H 9.161 -23.646 -6.007 0.06
C 3.140 -22.341 0.413 -0.08
O 2.104 -21.493 -0.113 -0.23
C 0.993 -22.256 -0.634 -0.14
C 0.033 -21.398 -1.553 -0.41
C -0.548 -20.121 -0.936 -0.05
N -1.117 -22.127 -2.021 0.03
H 3.735 -22.758 -0.400 0.06
H 2.771 -23.156 1.036 0.09
H 3.805 -21.706 0.998 0.10
H 1.357 -23.103 -1.215 0.09
H 0.466 -22.660 0.230 0.12
H 0.457 -21.115 -2.516 0.11
H 0.221 -19.365 -0.779 0.06
H -0.813 -20.307 0.104 0.08
H -1.336 -19.610 -1.490 0.07
H -0.757 -22.844 -2.635 0.02
H -1.505 -21.457 -2.670 0.02
C 8.817 -22.202 1.216 -0.15
O 8.740 -23.318 2.002 -0.19
C 9.632 -24.385 1.616 -0.16
C 9.151 -25.207 0.385 -0.43
C 8.168 -26.325 0.814 -0.06
N 10.261 -25.778 -0.327 0.06
H 8.022 -21.530 1.540 0.10
H 8.758 -22.495 0.168 0.07
H 9.748 -21.644 1.326 0.09
H 10.598 -23.944 1.368 0.11
H 9.860 -24.976 2.503 0.12
H 8.593 -24.519 -0.250 0.11
H 7.737 -26.822 -0.055 0.06
H 7.313 -25.959 1.383 0.08
H 8.716 -27.101 1.349 0.08
H 10.202 -25.405 -1.263 0.05
H 10.115 -26.777 -0.360 0.07
C -0.458 -27.874 -7.159 -0.09
O -0.600 -26.520 -7.612 -0.20
C -1.702 -26.236 -8.414 -0.19
C -1.859 -24.653 -8.472 -0.44
C -3.245 -24.137 -8.713 -0.07
N -1.066 -24.077 -9.497 0.03
H -1.442 -28.259 -6.893 0.08
H 0.107 -27.931 -6.228 0.07
H -0.086 -28.617 -7.864 0.08
H -1.630 -26.696 -9.399 0.13
H -2.638 -26.498 -7.920 0.11
H -1.474 -24.228 -7.545 0.13
H -3.597 -24.043 -9.740 0.08
H -3.271 -23.169 -8.214 0.06
H -4.011 -24.761 -8.252 0.07
H -0.121 -24.317 -9.233 0.07
H -1.203 -24.597 -10.352 0.08
C -6.407 -19.963 -5.743 -0.13
O -6.022 -20.574 -4.545 -0.19
C -4.716 -20.156 -4.034 -0.14
C -3.509 -20.615 -4.888 -0.46
C -3.534 -22.085 -5.205 -0.05
N -2.259 -20.270 -4.277 0.05
H -5.682 -20.237 -6.509 0.07
H -6.384 -18.874 -5.689 0.09
H -7.372 -20.328 -6.095 0.09
H -4.667 -19.080 -3.863 0.12
H -4.714 -20.619 -3.047 0.13
H -3.527 -20.065 -5.829 0.11
H -3.726 -22.664 -4.302 0.09
H -2.598 -22.394 -5.669 0.06
H -4.291 -22.361 -5.940 0.07
H -1.494 -20.396 -4.924 0.07
H -2.187 -19.290 -4.046 0.09
C 1.047 -26.639 -0.842 -0.11
O 0.006 -27.375 -1.461 -0.21
C -1.129 -27.537 -0.616 -0.18
C -2.131 -28.498 -1.334 -0.40
C -2.931 -27.727 -2.437 -0.06
N -3.105 -29.090 -0.425 0.02
H 1.666 -27.230 -0.167 0.09
H 0.614 -25.835 -0.246 0.08
H 1.720 -26.137 -1.538 0.07
H -0.819 -27.902 0.364 0.12
H -1.611 -26.584 -0.398 0.12
H -1.602 -29.278 -1.881 0.12
H -2.306 -27.505 -3.302 0.06
H -3.282 -26.760 -2.076 0.07
H -3.812 -28.253 -2.805 0.07
H -2.637 -29.598 0.312 0.06
H -3.565 -29.845 -0.913 0.07
C 4.685 -16.868 -5.429 -0.13
O 3.747 -17.488 -4.555 -0.18
C 4.342 -18.607 -3.810 -0.15
C 3.400 -19.080 -2.674 -0.42
C 3.205 -18.059 -1.569 -0.06
N 3.922 -20.310 -2.046 0.06
H 5.568 -16.567 -4.867 0.08
H 4.207 -15.955 -5.785 0.08
H 5.055 -17.429 -6.288 0.08
H 4.572 -19.447 -4.466 0.11
H 5.312 -18.354 -3.380 0.09
H 2.370 -19.281 -2.970 0.12
H 2.714 -17.178 -1.982 0.08
H 4.152 -17.813 -1.089 0.08
H 2.467 -18.435 -0.860 0.06
H 3.256 -20.502 -1.312 0.02
H 3.729 -21.100 -2.646 0.00
C 4.672 -27.907 -8.970 -0.09
O 4.509 -27.447 -7.630 -0.18
C 3.219 -27.067 -7.365 -0.25
C 3.132 -26.942 -5.834 -0.21
N 2.947 -28.245 -5.205 -0.03
C 2.712 -28.128 -3.739 -0.18
C 2.374 -29.488 -3.078 -0.20
O 3.409 -30.423 -3.355 -0.22
C 3.138 -31.746 -2.856 -0.09
H 4.271 -28.921 -8.989 0.09
H 5.689 -27.923 -9.362 0.09
H 4.108 -27.316 -9.691 0.08
H 2.436 -27.740 -7.714 0.12
H 3.032 -26.063 -7.746 0.12
H 2.245 -26.338 -5.642 0.09
H 4.058 -26.523 -5.441 0.10
H 3.863 -28.662 -5.293 0.07
H 1.907 -27.410 -3.582 0.09
H 3.543 -27.708 -3.171 0.11
H 1.459 -29.839 -3.556 0.12
H 2.292 -29.464 -1.992 0.12
H 2.686 -31.747 -1.864 0.08
H 4.007 -32.404 -2.878 0.08
H 2.396 -32.167 -3.534 0.08
C 6.903 -30.709 -4.402 -0.08
O 7.210 -29.317 -4.119 -0.19
C 6.790 -28.422 -5.158 -0.19
C 7.168 -26.928 -4.919 -0.19
N 8.578 -26.708 -5.075 -0.07
C 9.414 -27.152 -3.973 -0.19
C 10.868 -26.714 -4.112 -0.18
O 11.530 -27.105 -2.880 -0.24
C 12.876 -26.689 -2.806 -0.10
H 7.539 -31.039 -5.223 0.08
H 5.861 -30.840 -4.694 0.08
H 7.162 -31.425 -3.621 0.09
H 5.701 -28.438 -5.209 0.08
H 7.078 -28.792 -6.142 0.12
H 6.828 -26.695 -3.910 0.11
H 6.560 -26.299 -5.569 0.10
H 8.867 -27.313 -5.830 0.12
H 9.360 -28.240 -3.930 0.12
H 9.073 -26.738 -3.024 0.11
H 10.966 -25.628 -4.096 0.10
H 11.378 -27.145 -4.974 0.12
H 13.448 -27.348 -3.459 0.09
H 13.137 -26.757 -1.750 0.09
H 12.871 -25.633 -3.077 0.08
C 5.593 -24.529 -1.324 -0.12
O 4.323 -24.905 -1.791 -0.17
C 4.271 -24.775 -3.195 -0.21
C 4.269 -23.300 -3.740 -0.16
N 3.032 -22.562 -3.452 -0.04
C 2.214 -22.267 -4.688 -0.14
C 1.211 -23.418 -5.087 -0.17
O 0.504 -23.601 -3.883 -0.21
C -0.197 -24.805 -3.917 -0.10
H 5.561 -24.579 -0.235 0.09
H 5.727 -23.454 -1.444 0.09
H 6.442 -25.137 -1.637 0.08
H 3.439 -25.410 -3.501 0.09
H 5.071 -25.239 -3.771 0.09
H 4.463 -23.363 -4.811 0.12
H 5.131 -22.745 -3.370 0.09
H 2.478 -23.010 -2.736 0.08
H 2.845 -22.090 -5.559 0.08
H 1.729 -21.293 -4.633 0.10
H 1.889 -24.237 -5.326 0.10
H 0.668 -23.164 -5.997 0.11
H -1.104 -24.668 -4.507 0.09
H -0.568 -25.028 -2.916 0.09
H 0.242 -25.672 -4.410 0.08
```

Values from the calculation:
* E_LUMO: 0.0133 Eh
* ΔE to the lowest compared entry with this formula, charge and spin: 266.23 kJ/mol
* calculated total energy: -3640.0648 Eh
* HOMO: -7.91 eV
* SMILES: COC[C@H](C)N.COC[C@H](C)N.COC[C@H](C)N.COC[C@H](C)N.COC[C@H](C)N.COC[C@H](C)N.COC[C@H](C)N.COC[C@H](C)N.COCCNCCOC.COCCNCCOC.COCCNCCOC
* maximum force: 3.6 eV/Å